{"formula": "C27H48N4O19", "method": "ωB97M-V/def2-TZVPD", "e_above_lowest_kcal_mol": 111.4, "gap_ev": 9.254, "homo_energy_ev": -9.2, "charge": 0, "e_lumo_ev": 0.0, "smiles": "O=C1OCCO1.O=C1OCCO1.O=C1OCCO1.O=C1OCCO1.O=C1OCCO1.CNC(C)=O.CNC(C)=O.CNC(C)=O.CNC(C)=O", "species": ["C", "C", "H", "H", "H", "O", "C", "H", "O", "H", "H", "H", "N", "C", "H", "H", "C", "C", "O", "N", "H", "H", "H", "C", "H", "H", "H", "H", "H", "H", "H", "H", "O", "H", "H", "O", "O", "O", "H", "C", "H", "H", "H", "C", "C", "C", "C", "H", "H", "C", "C", "O", "O", "O", "C", "C", "H", "C", "H", "H", "H", "H", "O", "C", "H", "O", "H", "O", "H", "C", "H", "N", "C", "N", "C", "O", "H", "H", "H", "C", "O", "C", "H", "H", "C", "H", "C", "O", "H", "C", "O", "O", "C", "H", "O", "H", "H", "H"], "positions_angstrom": [[2.04, 16.68, 10.34], [-0.43, 9.49, 11.17], [-7.23, 16.00, 13.37], [-14.45, 20.31, 15.00], [-7.73, 17.37, 20.49], [-1.52, 10.00, 11.00], [-9.93, 17.13, 20.76], [-7.53, 24.13, 19.82], [-5.82, 22.98, 21.65], [-8.74, 16.74, 19.06], [-5.07, 8.97, 15.95], [3.15, 18.52, 10.81], [-6.66, 9.80, 16.93], [4.18, 16.69, 23.00], [-9.39, 10.72, 15.74], [-4.68, 10.59, 16.49], [1.88, 9.46, 11.36], [-4.90, 16.48, 15.23], [1.55, 18.74, 9.41], [-11.08, 21.42, 7.62], [2.72, 15.96, 9.87], [2.04, 15.34, 21.99], [2.83, 17.20, 24.25], [-7.36, 23.18, 19.30], [3.24, 18.07, 9.06], [-9.56, 9.06, 15.77], [4.88, 18.47, 24.03], [-13.24, 20.38, 7.47], [-7.53, 23.30, 18.23], [-14.31, 20.10, 13.26], [-12.36, 20.93, 15.01], [-10.62, 17.61, 20.06], [4.62, 16.33, 21.89], [-9.12, 22.32, 7.34], [-5.50, 22.44, 18.60], [0.68, 9.80, 10.66], [-10.46, 19.35, 8.27], [-4.26, 16.47, 16.31], [-6.99, 10.18, 17.81], [-3.94, 22.10, 20.47], [1.96, 16.34, 11.37], [-9.67, 17.86, 21.53], [-3.39, 22.85, 19.90], [-12.88, 17.87, 15.00], [-13.97, 19.71, 14.22], [-8.52, 16.72, 20.13], [-12.47, 19.68, 7.14], [1.53, 7.42, 11.98], [1.68, 8.62, 13.32], [-9.46, 14.93, 21.24], [-11.30, 20.16, 7.78], [-10.48, 15.94, 21.21], [-8.44, 15.38, 20.66], [-11.94, 18.89, 14.96], [-9.88, 22.07, 8.08], [-5.21, 9.68, 16.75], [1.38, 16.95, 22.02], [-5.42, 22.49, 20.58], [5.24, 16.93, 24.95], [-6.25, 18.05, 12.93], [6.20, 17.39, 23.73], [-3.56, 21.84, 21.46], [-9.53, 13.80, 21.64], [2.66, 18.00, 9.98], [2.64, 8.94, 10.78], [-0.52, 18.26, 8.79], [-9.32, 21.47, 8.79], [-0.15, 8.59, 12.15], [-8.09, 22.51, 19.74], [-6.15, 15.91, 13.54], [-3.85, 21.18, 19.90], [2.94, 16.55, 23.48], [-12.48, 20.08, 14.34], [-6.09, 22.53, 19.42], [1.31, 8.44, 12.31], [-4.88, 17.56, 14.44], [2.10, 10.30, 12.01], [-12.53, 19.68, 6.05], [-12.69, 18.64, 7.39], [-7.53, 9.60, 15.86], [-14.04, 18.40, 14.53], [1.76, 16.15, 22.66], [-5.74, 15.23, 12.80], [-4.78, 17.29, 12.58], [-9.01, 9.85, 16.28], [-11.95, 20.26, 13.40], [0.56, 17.88, 9.18], [-5.59, 15.55, 14.76], [1.11, 15.70, 23.40], [5.14, 17.41, 23.98], [-7.30, 9.04, 14.83], [-12.81, 16.90, 15.68], [-5.57, 17.30, 13.33], [-4.78, 9.27, 17.66], [0.85, 16.66, 9.52], [-10.16, 23.04, 8.50], [-9.09, 9.92, 17.37], [-11.54, 21.92, 6.87]]}


{"formula": "C7H13NO", "method": "ωB97M-V/def2-TZVPD", "e_above_lowest_kcal_mol": 95.3, "gap_ev": 7.990, "homo_energy_ev": -7.9, "charge": 0, "e_lumo_ev": 0.1, "species": ["H", "C", "N", "H", "C", "H", "C", "H", "C", "O", "H", "H", "H", "H", "H", "H", "H", "H", "C", "C", "C", "H"], "positions_angstrom": [[-2.34, -0.60, 1.03], [-0.58, 0.57, -1.10], [1.42, -0.30, 2.47], [0.02, -2.22, 0.15], [-1.29, -0.49, 0.73], [1.59, -0.28, 0.41], [0.83, -0.38, 1.17], [1.53, 1.01, -1.36], [-0.19, -1.50, 0.95], [-0.68, 1.83, 1.35], [0.32, -1.26, -1.82], [0.74, -0.36, 3.21], [0.43, 1.98, -2.36], [0.57, 2.35, -0.66], [-1.45, -1.24, -1.94], [-0.36, -2.08, 1.86], [1.93, 0.57, 2.58], [-0.49, -0.29, -3.06], [0.57, 1.52, -1.37], [-0.55, -0.63, -2.02], [-0.50, 0.69, 0.96], [-1.52, 1.11, -1.16]]}


{"formula": "CHN2O3", "method": "ωB97M-V/def2-TZVPD", "e_above_lowest_kcal_mol": 0.0, "gap_ev": 12.291, "homo_energy_ev": -18.2, "charge": 1, "e_lumo_ev": -5.9, "species": ["C", "N", "O", "O", "O", "N", "H"], "positions_angstrom": [[2.28, 0.13, -0.01], [-1.31, -0.61, 0.01], [1.13, -0.06, -0.04], [3.39, 0.33, 0.02], [-3.08, 0.75, 0.00], [-2.15, 0.13, 0.01], [-0.26, -0.68, 0.00]]}


{"formula": "C5H10ClN2", "method": "ωB97M-V/def2-TZVPD", "e_above_lowest_kcal_mol": 100.3, "gap_ev": [7.013, 5.731], "homo_energy_ev": [-12.0, -11.5], "charge": 1, "e_lumo_ev": [-5.0, -5.7], "species": ["H", "H", "H", "C", "H", "H", "H", "H", "H", "C", "C", "C", "N", "Cl", "H", "H", "C", "N"], "positions_angstrom": [[-2.00, 0.88, -1.39], [1.09, 1.97, -0.22], [1.73, -1.71, 2.47], [0.06, 2.27, -0.03], [-2.45, -0.14, 0.01], [-0.33, 2.78, -0.91], [1.21, -0.92, -2.49], [-2.80, 1.59, 0.00], [0.10, -2.55, 2.16], [1.13, -1.47, -0.57], [-2.07, 0.83, -0.30], [0.93, -1.96, 1.80], [1.43, -1.65, -1.82], [-0.42, 0.34, 1.78], [1.89, -2.48, -2.18], [0.12, 2.99, 0.80], [-0.79, 1.14, 0.35], [1.14, -1.91, 0.54]]}


{"formula": "C35H45AuN8O5P3", "method": "ωB97M-V/def2-TZVPD", "gap_ev": 5.354, "homo_energy_ev": -10.2, "charge": 1, "e_lumo_ev": -4.8, "species": ["N", "C", "C", "H", "H", "C", "H", "P", "H", "N", "H", "C", "H", "H", "C", "C", "H", "H", "C", "C", "H", "C", "C", "C", "O", "H", "H", "N", "C", "H", "H", "C", "C", "C", "H", "Au", "H", "P", "H", "N", "C", "O", "H", "H", "C", "H", "H", "C", "N", "N", "H", "N", "O", "H", "C", "C", "C", "H", "H", "C", "C", "C", "H", "N", "O", "H", "H", "H", "C", "C", "C", "H", "H", "C", "C", "C", "H", "C", "H", "H", "C", "C", "C", "H", "P", "H", "O", "H", "H", "C", "H", "H", "H", "H", "H", "H", "H"], "positions_angstrom": [[-5.42, -0.49, -3.28], [-1.45, -2.41, -1.19], [3.33, -5.44, 1.02], [0.52, 6.38, -0.82], [0.47, -5.18, 3.67], [-1.93, 5.49, -1.23], [-0.66, -1.22, 4.74], [-0.21, -0.78, 1.69], [-1.48, 5.39, 2.07], [-2.31, 5.20, 0.15], [-1.88, 0.60, 3.85], [-0.98, 1.12, 3.52], [6.19, -1.14, 1.16], [0.18, 2.98, -2.06], [2.21, -2.06, 0.47], [0.30, -0.81, 4.44], [-3.01, 3.60, 1.36], [-0.15, 3.44, 2.03], [1.27, -5.27, 2.94], [-5.26, 0.17, -2.35], [4.25, 1.79, 0.08], [5.18, -1.44, 0.87], [1.98, -6.42, 2.79], [1.57, -4.16, 2.12], [-1.59, -3.46, -0.63], [-3.50, 3.53, -0.33], [-1.82, 6.57, -1.33], [0.84, -3.02, 2.21], [-0.76, 3.42, -1.72], [1.07, 0.53, -1.33], [5.65, -1.15, -1.80], [0.39, 5.31, -0.70], [-2.68, 3.80, 0.34], [0.07, 3.60, 0.98], [-1.97, -2.38, 1.31], [-1.27, 0.48, -0.07], [1.76, -7.28, 3.40], [2.94, -0.90, -0.81], [-5.32, -2.24, -6.42], [2.89, -3.18, 0.37], [-2.74, -1.71, -5.13], [-2.93, 0.50, -1.28], [6.50, 0.15, -0.95], [1.05, 3.16, 0.77], [4.60, -0.37, -0.05], [1.33, 4.82, -0.96], [-2.51, -1.02, 2.32], [0.17, 0.16, 3.25], [-0.66, 4.87, -1.62], [-3.90, 1.18, -0.65], [-2.72, 5.15, -1.90], [-7.05, 2.23, -0.10], [-3.32, -1.67, -6.35], [-3.27, -3.81, -2.52], [-4.33, -2.70, -6.35], [-3.27, -2.74, -4.38], [4.55, 0.96, 0.71], [4.60, -1.56, 1.78], [-1.23, 1.70, 2.64], [-5.06, 0.99, -1.18], [-1.34, -1.11, -3.33], [-1.70, -1.72, 2.12], [-0.70, 1.82, 4.32], [0.07, 5.03, 0.70], [-0.76, -1.41, -0.53], [1.74, 1.44, 3.98], [5.24, -2.41, 0.38], [5.55, 1.18, 1.09], [-6.17, 1.68, -0.58], [-1.89, -2.14, -2.57], [3.02, -6.51, 1.82], [4.12, -5.49, 0.29], [2.59, 1.42, -1.29], [1.49, 0.91, 3.05], [-1.76, -0.88, -4.65], [1.13, -2.03, 1.41], [1.42, 1.65, 2.26], [5.52, -0.20, -1.27], [0.98, -1.63, 4.25], [3.88, 0.91, 1.57], [-2.86, -3.00, -3.11], [1.99, 0.68, -0.76], [-1.22, 5.63, 1.04], [3.56, -7.43, 1.71], [-1.21, 2.76, -0.05], [-0.56, -0.49, -2.91], [-4.22, -3.40, -5.10], [5.12, 0.53, -1.98], [0.69, -0.23, 5.28], [2.60, -4.24, 1.17], [1.76, 1.08, 0.22], [-1.54, 3.15, -2.43], [-4.14, -3.39, -7.17], [-1.35, -0.09, -5.25], [2.31, 0.23, 2.82], [-1.13, 6.71, 0.94], [-1.48, -2.31, 3.01]]}


{"formula": "C8H13N2", "method": "ωB97M-V/def2-TZVPD", "e_above_lowest_kcal_mol": 172.1, "gap_ev": [5.449, 9.176], "homo_energy_ev": [-11.1, -12.7], "charge": 1, "e_lumo_ev": [-5.6, -3.5], "species": ["N", "H", "C", "N", "H", "H", "C", "C", "H", "H", "H", "H", "C", "H", "H", "C", "H", "H", "C", "C", "H", "C", "H"], "positions_angstrom": [[-2.10, -0.99, 0.06], [2.44, 0.99, 1.50], [-1.77, 0.07, 0.53], [-1.76, 1.35, 0.55], [1.42, -0.12, 2.41], [2.85, -0.90, 1.71], [0.67, -1.33, -0.11], [-1.80, 2.12, -0.76], [-2.42, -2.90, -0.31], [-1.19, 1.66, -1.58], [0.14, -3.01, -1.38], [-1.67, 1.89, 1.47], [1.41, -0.33, 0.18], [0.16, -3.18, 0.31], [-1.61, 3.13, -0.51], [-0.15, -2.47, -0.38], [1.73, 1.78, -0.28], [2.95, 0.86, -1.06], [1.81, 0.74, -0.71], [-1.63, -2.21, -0.27], [1.32, 0.78, -1.77], [2.07, -0.07, 1.55], [-2.89, 2.14, -1.14]]}


{"formula": "C30H52Br3N2O13Zr", "method": "ωB97M-V/def2-TZVPD", "e_above_lowest_kcal_mol": 0.0, "gap_ev": 5.846, "homo_energy_ev": -10.1, "charge": 1, "e_lumo_ev": -4.2, "species": ["C", "H", "H", "N", "H", "O", "C", "H", "H", "H", "H", "O", "O", "O", "H", "H", "H", "C", "H", "O", "C", "H", "C", "H", "C", "H", "C", "C", "O", "H", "C", "H", "C", "C", "C", "C", "H", "H", "C", "H", "H", "H", "C", "O", "H", "C", "H", "H", "H", "H", "H", "O", "H", "H", "H", "O", "O", "H", "H", "N", "H", "C", "C", "C", "H", "C", "Br", "H", "C", "H", "H", "C", "H", "H", "C", "H", "H", "O", "C", "C", "C", "C", "H", "H", "Zr", "Br", "H", "H", "O", "C", "H", "C", "C", "Br", "H", "H", "H", "H", "O", "H", "H"], "positions_angstrom": [[8.11, -13.63, -14.11], [14.15, -9.16, -16.57], [12.07, -10.09, -21.28], [11.72, -9.21, -18.41], [5.78, -15.50, -18.10], [14.31, -17.24, -17.68], [11.83, -9.70, -15.97], [14.59, -8.90, -18.81], [7.33, -11.22, -14.97], [10.20, -12.36, -12.85], [15.33, -16.02, -16.33], [8.52, -16.08, -18.11], [12.91, -12.10, -18.42], [13.59, -19.19, -18.55], [11.03, -6.74, -17.61], [10.77, -9.91, -15.81], [12.09, -16.67, -20.09], [14.25, -14.13, -18.09], [12.24, -9.33, -15.02], [14.68, -19.14, -16.58], [15.40, -17.00, -16.81], [10.28, -7.61, -16.34], [9.06, -12.55, -14.67], [7.62, -12.39, -16.21], [10.86, -7.88, -20.31], [12.59, -6.53, -19.00], [11.08, -15.53, -15.90], [12.12, -16.68, -21.18], [10.59, -10.01, -18.46], [6.00, -15.47, -16.29], [7.45, -16.59, -17.31], [12.36, -10.64, -16.15], [13.14, -15.65, -21.67], [14.20, -7.96, -18.43], [17.08, -11.59, -16.86], [12.74, -9.54, -20.61], [16.37, -16.94, -17.32], [13.33, -10.28, -20.06], [8.70, -15.01, -13.75], [12.67, -13.29, -15.43], [8.52, -15.74, -14.55], [7.08, -13.67, -14.46], [11.22, -15.51, -22.86], [10.44, -15.31, -23.72], [11.29, -15.07, -16.88], [15.30, -18.10, -15.77], [10.70, -15.84, -13.40], [10.37, -7.19, -19.63], [16.21, -18.51, -15.36], [8.99, -11.06, -13.10], [6.94, -17.40, -17.82], [10.91, -16.13, -21.68], [14.97, -7.20, -18.29], [10.47, -11.03, -13.98], [12.78, -14.50, -14.10], [7.36, -14.29, -17.49], [10.53, -12.65, -16.56], [14.10, -16.15, -21.77], [11.92, -16.13, -15.59], [9.92, -13.34, -15.56], [11.73, -6.83, -15.98], [13.09, -13.35, -18.56], [8.13, -11.70, -15.54], [12.16, -13.71, -14.55], [12.35, -17.70, -21.49], [12.09, -8.54, -19.66], [18.12, -13.22, -17.14], [14.53, -17.80, -15.06], [12.06, -8.69, -17.07], [8.21, -15.42, -12.87], [10.21, -16.12, -16.20], [9.72, -11.71, -13.58], [15.12, -13.48, -18.24], [7.76, -16.89, -16.31], [14.11, -18.60, -17.67], [10.16, -8.60, -20.71], [7.85, -13.27, -13.10], [12.55, -15.27, -22.93], [10.22, -14.90, -13.67], [13.09, -7.44, -19.33], [13.56, -8.40, -17.07], [11.27, -7.40, -16.79], [11.24, -7.19, -21.07], [14.35, -15.04, -18.68], [10.63, -12.10, -18.60], [18.17, -9.99, -16.85], [13.78, -7.49, -16.49], [10.43, -14.21, -12.85], [9.31, -14.06, -18.58], [8.45, -14.76, -18.08], [8.63, -10.91, -16.10], [6.47, -15.39, -17.27], [10.82, -14.33, -14.99], [15.89, -11.54, -15.36], [16.50, -11.62, -17.77], [12.08, -12.86, -13.88], [13.23, -14.78, -21.03], [13.44, -9.10, -21.33], [11.99, -13.88, -18.95], [13.58, -7.08, -20.24], [14.16, -14.34, -17.03]]}


{"formula": "C50H47HgN6O2P", "method": "ωB97M-V/def2-TZVPD", "s_squared": 0.767, "e_above_lowest_kcal_mol": 15.3, "gap_ev": [2.918, 5.868], "homo_energy_ev": [-2.1, -5.0], "charge": -1, "spin_multiplicity": 2, "e_lumo_ev": [0.9, 0.9], "species": ["H", "C", "C", "C", "C", "C", "C", "C", "H", "C", "H", "H", "C", "H", "H", "H", "C", "C", "C", "C", "C", "H", "H", "H", "C", "C", "H", "C", "O", "H", "C", "Hg", "H", "C", "C", "H", "C", "H", "H", "H", "H", "H", "H", "C", "C", "H", "C", "H", "C", "C", "N", "C", "H", "H", "H", "C", "H", "C", "H", "C", "C", "H", "H", "H", "H", "H", "H", "H", "H", "N", "H", "H", "C", "C", "C", "H", "C", "N", "C", "C", "H", "C", "P", "N", "C", "H", "C", "H", "C", "C", "C", "H", "C", "H", "C", "H", "C", "C", "H", "N", "O", "C", "H", "H", "C", "C", "N"], "positions_angstrom": [[-0.50, 2.55, 5.13], [0.96, 1.13, 4.40], [1.97, -0.92, -5.32], [-0.18, 2.92, 0.31], [1.20, -3.12, -2.00], [-1.48, 2.37, 0.64], [2.33, 3.83, -0.42], [-3.73, 2.47, 1.48], [2.33, -4.75, -2.98], [-0.75, -0.29, -5.45], [2.82, 0.22, 0.78], [3.48, -2.34, 1.41], [-0.78, 0.13, -3.01], [1.80, 3.06, 4.88], [1.73, -2.16, 1.37], [7.78, -1.91, -2.52], [1.93, 2.28, 4.13], [-2.61, -3.78, 0.30], [7.41, -3.99, -2.89], [-3.83, 1.09, 1.26], [-2.11, 0.46, -3.13], [1.67, 5.77, 0.30], [0.96, 1.20, 6.56], [2.62, 1.78, -1.00], [-0.04, -0.72, -6.60], [2.92, -1.96, -1.46], [-4.74, 0.59, 1.57], [-2.55, 3.11, 1.16], [-5.86, 2.53, 2.52], [3.44, 1.21, 2.10], [3.66, -0.91, 3.93], [-0.07, 0.01, -0.95], [1.54, -2.68, 4.53], [-4.94, 3.25, 2.09], [1.32, -0.49, -4.20], [6.72, -5.99, -3.22], [1.40, 4.73, 0.15], [-3.82, 0.73, -4.42], [-2.63, 0.01, -6.46], [0.16, -3.35, -2.11], [-0.51, -3.37, 0.11], [-4.91, -1.32, 0.60], [2.97, 1.96, 4.16], [-0.38, -3.56, 4.77], [-2.76, 0.41, 0.69], [3.93, 0.06, 4.34], [-1.75, -3.44, 4.57], [4.58, -1.42, 3.63], [-2.12, 0.06, -5.51], [-0.46, 1.71, 4.43], [-1.61, 1.05, 0.40], [-0.07, -0.21, -4.20], [2.31, 0.28, 5.90], [-0.55, 4.95, 0.95], [-0.58, -0.77, -7.54], [-3.95, -1.80, 0.50], [3.55, -1.18, -1.08], [2.28, -3.82, -2.45], [-0.76, 2.08, 3.44], [-1.51, -2.95, 0.22], [5.11, -4.68, -2.71], [-2.51, 4.17, 1.33], [2.50, -2.96, 2.74], [0.69, -0.42, 5.91], [-4.77, -3.78, 0.44], [-2.41, -4.22, 4.89], [-2.50, -4.85, 0.26], [0.02, -4.43, 5.27], [3.03, -1.15, -5.28], [0.73, 2.05, -0.24], [5.43, -1.37, -2.09], [4.36, -5.46, -2.76], [7.03, -2.69, -2.57], [6.43, -4.98, -2.97], [2.74, -0.78, 2.71], [3.31, 4.15, -0.73], [5.71, -2.39, -2.32], [1.62, -1.97, -1.38], [0.49, -2.56, 4.34], [3.40, 0.19, 1.71], [-2.69, 0.73, -2.26], [1.93, 2.52, -0.58], [0.99, -0.07, 2.92], [9.88, -4.58, -3.33], [-2.24, -2.29, 3.96], [3.20, -1.50, 4.72], [-2.78, -1.04, 0.46], [-1.19, 0.97, 4.76], [-1.38, -1.31, 3.52], [-2.78, 0.44, -4.38], [1.25, 0.50, 5.77], [1.73, 2.73, 3.14], [8.78, -4.31, -3.14], [-3.31, -2.17, 3.82], [1.28, -1.05, -6.54], [1.87, -0.33, -3.28], [-3.87, -3.18, 0.42], [0.16, 4.27, 0.51], [-1.77, -0.42, 3.04], [-1.58, -1.62, 0.28], [-4.82, 4.49, 2.06], [2.60, -2.14, 2.03], [1.80, -1.41, -7.42], [4.42, -0.13, 1.48], [4.73, -3.38, -2.38], [0.01, -1.44, 3.68], [3.39, -3.07, -2.11]]}


{"formula": "C2H10N2O", "method": "ωB97M-V/def2-TZVPD", "e_above_lowest_kcal_mol": 19.7, "gap_ev": 9.300, "homo_energy_ev": -8.3, "charge": 0, "e_lumo_ev": 1.0, "smiles": "CNCN.O", "species": ["H", "N", "H", "H", "O", "H", "N", "C", "H", "H", "C", "H", "H", "H", "H"], "positions_angstrom": [[0.54, -0.92, 1.39], [-0.84, 0.35, -1.11], [2.35, -0.24, -0.74], [-0.99, -0.63, -0.90], [-1.88, 0.45, 1.28], [-2.59, 0.72, 0.70], [1.38, -0.36, -0.52], [1.23, -1.26, 0.62], [0.92, -2.26, 0.31], [0.25, 1.14, 0.39], [0.48, 0.76, -0.61], [-1.99, 0.98, 2.08], [-0.83, 0.28, -2.13], [2.23, -1.40, 1.05], [0.84, 1.64, -1.13]]}


Which formula does entry 1 have? C27H48N4O19